a) ORCA calculation (ωB97M-V/def2-TZVPD) on C6H8N2S3 in the gas phase.

Calculated values
gap between HOMO and LUMO	8.3273	eV
SMILES string	CN(C)C(=S)n1ccsc1=S

Each atom is followed by the atoms it is bonded to, with distances in Å.
Atoms and positions in Å:
1 C -1.11027 1.42710 -0.19037  N2 1.442, H12 1.091, H13 1.092, H14 1.088
2 N -1.17472 0.14589 0.46859  C1 1.442, C3 1.441, C4 1.332
3 C -2.39256 -0.16941 1.17216  N2 1.441, H15 1.088, H16 1.094, H17 1.090
4 C -0.22149 -0.78027 0.38206  N2 1.332, S5 1.642, N6 1.427
5 S -0.40262 -2.34463 0.84849  C4 1.642
6 N 1.03979 -0.38816 -0.15808  C4 1.427, C7 1.383, C10 1.375
7 C 1.51893 -1.08100 -1.25481  N6 1.383, C8 1.337, H18 1.075
8 C 2.75455 -0.74117 -1.63596  C7 1.337, S9 1.737, H19 1.069
9 S 3.41517 0.47741 -0.58946  C8 1.737, C10 1.767
10 C 1.94563 0.48744 0.39234  N6 1.375, S9 1.767, S11 1.640
11 S 1.82970 1.40330 1.74785  C10 1.640
12 H -2.07490 1.63034 -0.65787  C1 1.091
13 H -0.88201 2.22308 0.52219  C1 1.092
14 H -0.34460 1.42116 -0.96366  C1 1.088
15 H -2.83281 0.74782 1.55719  C3 1.088
16 H -3.10701 -0.67290 0.51461  C3 1.094
17 H -2.16794 -0.84086 2.00030  C3 1.090
18 H 0.88079 -1.82124 -1.70170  C7 1.075
19 H 3.32639 -1.12391 -2.45384  C8 1.069

---

b) ORCA calculation (ωB97M-V/def2-TZVPD) on C6H8N2S3 in the gas phase.

Calculated values
gap between HOMO and LUMO	8.4937	eV
SMILES string	CN(C)C(=S)Sc1nccs1

Each atom is followed by the atoms it is bonded to, with distances in Å.
Atoms and positions in Å:
1 C 1.61610 1.52522 -0.39576  N2 1.421, H12 1.106, H13 1.078, H14 1.165
2 N 0.54631 1.31365 0.51602  C1 1.421, C3 1.439, C4 1.312
3 C 0.57624 0.28478 1.52196  N2 1.439, H15 1.207, H16 1.138, H17 1.076
4 C -0.46704 2.04117 0.11014  N2 1.312, S5 1.598, S6 1.853
5 S -0.43740 3.11128 -1.07589  C4 1.598
6 S -2.07433 1.79262 0.99864  C4 1.853, C7 1.715
7 C -2.58069 0.40379 0.12821  S6 1.715, N8 1.285, S11 1.771
8 N -1.89058 -0.21646 -0.76046  C7 1.285, C9 1.334
9 C -2.62206 -1.20513 -1.27645  N8 1.334, C10 1.390, H18 1.113
10 C -3.87740 -1.50152 -0.75952  C9 1.390, S11 1.791, H19 1.052
11 S -4.23661 -0.16962 0.38279  C7 1.771, C10 1.791
12 H 1.36155 1.24451 -1.43466  C1 1.106
13 H 1.96668 2.52968 -0.22140  C1 1.078
14 H 2.50929 0.84125 -0.09228  C1 1.165
15 H 0.14492 -0.76799 1.11913  C3 1.207
16 H 1.64601 0.07769 1.85037  C3 1.138
17 H -0.05391 0.52499 2.36003  C3 1.076
18 H -1.87966 -1.64738 -1.97743  C9 1.113
19 H -4.63489 -2.19278 -0.99255  C10 1.052

---

Pick the most stable structure from those above. Pick: a)